No. 1
The following is a quantum chemistry calculation of a structure of composition C28H42Ca2F3NO23, from the Open Molecules 2025 dataset.

Calculated values
Spin multiplicity: 2
HOMO energy (alpha / beta), eV: -15.6 / -15.6
Largest force on an atom, eV Å⁻¹: 8.4
HOMO-LUMO gap (alpha / beta), eV: 6.73 / 2.09
⟨S²⟩: 0.75
Net charge: +3

CARTESIAN COORDINATES (ANGSTROEM)
Ca  23.223  12.142  9.736
Ca  21.669  8.086  8.756
C  24.818  9.562  9.063
O  25.003  10.318  10.238
O  23.455  9.753  8.881
C  25.883  9.889  7.946
F  26.367  11.114  7.997
F  26.897  9.044  8.111
F  25.353  9.696  6.689
C  26.146  10.036  11.110
C  26.114  11.102  12.106
H  25.566  10.930  13.032
H  27.110  11.297  12.502
H  25.960  12.127  11.769
H  27.084  10.040  10.556
H  26.067  9.032  11.528
H  24.908  8.522  9.377
N  20.058  11.468  8.844
O  18.901  11.681  8.346
O  20.548  10.393  8.816
O  20.942  12.322  9.226
C  26.041  7.227  4.174
C  25.018  6.135  3.924
C  25.621  4.727  4.009
O  25.088  4.134  5.189
C  24.295  5.062  5.855
O  23.890  5.029  7.022
O  24.306  6.208  5.108
H  26.634  6.875  5.018
H  25.648  8.232  4.329
H  26.662  7.359  3.288
H  24.313  6.156  3.094
H  26.695  4.850  4.147
H  25.489  4.111  3.120
C  24.608  11.337  3.818
C  25.075  12.708  4.407
C  24.174  13.942  4.295
O  23.532  14.104  5.594
C  23.976  13.268  6.358
O  23.520  13.172  7.497
O  24.914  12.545  5.857
H  24.753  11.439  2.742
H  23.570  11.022  3.927
H  25.182  10.432  4.016
H  26.066  13.006  4.066
H  23.464  14.147  3.494
H  24.808  14.807  4.100
C  29.221  11.932  5.740
C  29.702  12.198  7.142
C  31.107  11.943  7.626
O  31.403  13.091  8.392
C  30.681  14.064  8.099
O  30.834  15.240  8.410
O  29.735  13.608  7.295
H  29.926  12.083  4.922
H  28.324  12.526  5.563
H  29.018  10.867  5.627
H  28.995  12.052  7.959
H  31.859  11.720  6.869
H  30.908  11.201  8.400
C  26.712  10.577  18.438
C  26.199  11.525  17.325
C  26.570  12.903  17.651
O  27.209  13.371  16.528
C  27.470  12.408  15.631
O  28.046  12.403  14.610
O  26.865  11.260  16.042
H  27.797  10.526  18.536
H  26.352  9.550  18.378
H  26.360  10.949  19.400
H  25.167  11.474  16.978
H  27.106  12.861  18.599
H  25.649  13.454  17.840
C  26.176  17.445  10.719
C  26.257  16.554  9.474
C  27.525  15.711  9.474
O  27.057  14.407  9.367
C  25.754  14.286  9.509
O  25.129  13.262  9.558
O  25.236  15.552  9.529
H  26.919  18.242  10.720
H  26.234  16.765  11.569
H  25.181  17.873  10.847
H  26.073  17.107  8.553
H  28.151  15.811  10.360
H  28.211  16.138  8.743
C  28.936  8.395  15.572
C  28.998  7.188  14.687
C  27.773  7.188  13.849
O  28.205  6.670  12.648
C  29.583  6.807  12.584
O  30.380  6.682  11.603
O  29.970  7.284  13.711
H  28.912  9.307  14.975
H  29.962  8.375  15.940
H  28.213  8.191  16.361
H  29.068  6.307  15.326
H  27.247  8.139  13.771
H  27.208  6.503  14.481

Atomic partial charges in e from the Mulliken method, atoms 1 to 6: number 1, Ca, carries 1.67; number 2, Ca, carries 1.63; number 3, C, carries -0.42; number 4, O, carries -0.09; number 5, O, carries -0.55; number 6, C, carries 0.63


No. 2
The following is a quantum chemistry calculation of a cluster of 8 separate species, C28H42Cl2F2O5 in total, from the Open Molecules 2025 dataset.

Calculated values
Spin multiplicity: 2
HOMO energy (alpha / beta), eV: -11.1 / -11.1
Largest force on an atom, eV Å⁻¹: 3.4
HOMO-LUMO gap (alpha / beta), eV: 6.53 / 2.37
⟨S²⟩: 0.77
Net charge: +1

CARTESIAN COORDINATES (ANGSTROEM)
F  7.839  -2.695  3.927
C  6.752  -2.206  3.263
C  6.827  -1.030  2.546
C  5.780  -0.583  1.796
C  4.587  -1.327  1.714
C  4.523  -2.611  2.418
C  5.629  -2.978  3.199
H  7.748  -0.485  2.406
H  5.849  0.333  1.228
H  3.760  -1.139  1.046
H  3.686  -3.293  2.379
H  5.676  -3.971  3.621
F  -2.307  -3.050  6.300
C  -1.670  -1.997  5.742
C  -0.689  -2.212  4.743
C  -0.068  -1.086  4.095
C  -0.520  0.168  4.484
C  -1.442  0.323  5.564
C  -2.029  -0.736  6.216
H  -0.369  -3.207  4.469
H  0.666  -1.148  3.305
H  0.009  1.024  4.091
H  -1.678  1.350  5.795
H  -2.839  -0.745  6.931
C  -0.068  -0.663  -0.739
Cl  0.392  -1.106  -2.390
Cl  1.078  -1.324  0.426
H  -0.050  0.424  -0.654
H  -1.046  -1.032  -0.431
C  -1.551  4.772  -1.575
C  -0.566  3.584  -1.311
O  -0.600  3.075  -0.190
C  0.295  3.106  -2.451
H  -1.260  5.439  -2.386
H  -1.821  5.266  -0.641
H  -2.399  4.273  -2.044
H  0.864  2.183  -2.334
H  0.981  3.952  -2.423
H  -0.225  3.183  -3.406
C  4.633  2.972  -1.974
C  3.780  1.868  -2.563
O  3.251  1.824  -3.693
C  3.626  0.773  -1.554
H  4.701  3.828  -2.645
H  5.688  2.734  -1.835
H  4.162  3.281  -1.041
H  3.307  -0.124  -2.085
H  2.763  1.108  -0.979
H  4.429  0.557  -0.849
C  -3.580  1.685  -2.555
C  -4.569  0.521  -2.536
O  -5.790  0.706  -2.693
C  -4.054  -0.907  -2.208
H  -4.081  2.627  -2.332
H  -3.256  1.806  -3.589
H  -2.668  1.675  -1.959
H  -2.978  -0.970  -2.375
H  -4.608  -1.630  -2.807
H  -4.218  -1.150  -1.158
C  -1.469  -4.021  -2.664
C  -0.597  -4.634  -3.792
O  0.428  -5.182  -3.419
C  -0.911  -4.556  -5.264
H  -1.561  -2.935  -2.669
H  -1.062  -4.379  -1.718
H  -2.476  -4.435  -2.693
H  -0.586  -5.503  -5.695
H  -0.274  -3.832  -5.772
H  -1.954  -4.386  -5.531
C  -3.005  1.981  2.299
C  -3.674  1.556  1.011
O  -3.134  0.644  0.369
C  -5.155  1.984  0.675
H  -3.647  1.679  3.127
H  -2.828  3.056  2.281
H  -1.961  1.669  2.337
H  -5.254  2.113  -0.403
H  -5.307  2.936  1.183
H  -5.855  1.231  1.039

Atomic partial charges in e from the Mulliken method, atoms 1 to 6: number 1, F, carries -0.30; number 2, C, carries 0.20; number 3, C, carries -0.34; number 4, C, carries -0.43; number 5, C, carries 0.11; number 6, C, carries -0.50


No. 3
The following is a quantum chemistry calculation of a structure of composition C28H42F6MnO21P, from the Open Molecules 2025 dataset.

Calculated values
Spin multiplicity: 6
HOMO energy (alpha / beta), eV: -12.2 / -12.2
Largest force on an atom, eV Å⁻¹: 3.1
HOMO-LUMO gap (alpha / beta), eV: 8.85 / 8.41
⟨S²⟩: 8.75
Net charge: +1

CARTESIAN COORDINATES (ANGSTROEM)
Mn  1.901  -1.965  0.946
P  1.018  0.865  -0.162
F  -0.371  0.919  0.661
F  1.347  2.367  0.225
F  1.764  0.248  1.200
F  2.445  0.668  -0.890
F  0.664  -0.708  -0.538
F  0.212  1.294  -1.486
C  1.037  5.817  -0.833
C  2.450  5.524  -1.244
C  2.649  4.160  -1.921
O  3.322  4.441  -3.122
C  3.516  5.762  -3.272
O  4.030  6.325  -4.182
O  2.961  6.426  -2.223
H  0.838  6.878  -0.663
H  0.651  5.129  -0.087
H  0.329  5.732  -1.674
H  3.120  5.526  -0.380
H  1.645  3.776  -2.129
H  3.156  3.425  -1.300
C  -3.543  -1.414  4.291
C  -2.078  -0.992  4.426
C  -1.127  -2.000  5.041
O  -0.318  -2.479  3.975
C  -0.560  -1.742  2.908
O  0.031  -1.835  1.856
O  -1.529  -0.872  3.102
H  -4.069  -0.577  3.828
H  -3.959  -1.611  5.277
H  -3.708  -2.246  3.607
H  -1.899  -0.079  4.996
H  -1.695  -2.864  5.410
H  -0.555  -1.721  5.926
C  4.954  1.523  5.114
C  5.092  0.094  4.607
C  4.757  -0.972  5.643
O  3.626  -1.705  5.038
C  3.490  -1.280  3.794
O  2.582  -1.639  3.056
O  4.114  -0.134  3.565
H  3.999  1.632  5.627
H  4.985  2.212  4.266
H  5.768  1.903  5.731
H  6.083  0.004  4.164
H  4.296  -0.611  6.558
H  5.566  -1.683  5.778
C  -3.250  -1.136  0.249
C  -3.400  -2.640  0.038
C  -3.113  -3.109  -1.397
O  -2.366  -4.282  -1.209
C  -2.033  -4.484  0.063
O  -1.284  -5.300  0.485
O  -2.411  -3.373  0.788
H  -2.341  -0.753  -0.208
H  -3.315  -0.956  1.319
H  -4.143  -0.678  -0.182
H  -4.358  -2.979  0.439
H  -2.649  -2.317  -1.983
H  -4.053  -3.426  -1.852
C  1.269  -6.040  -4.676
C  1.234  -5.712  -3.195
C  2.277  -6.226  -2.221
O  2.402  -5.130  -1.293
C  1.527  -4.186  -1.600
O  1.386  -3.174  -0.945
O  1.015  -4.346  -2.830
H  2.182  -5.674  -5.152
H  0.387  -5.626  -5.157
H  1.297  -7.121  -4.806
H  0.336  -6.240  -2.850
H  3.263  -6.488  -2.606
H  1.880  -7.113  -1.733
C  -1.951  4.096  1.027
C  -1.745  5.608  1.152
C  -3.005  6.400  1.427
O  -2.769  6.986  2.692
C  -1.520  6.683  3.113
O  -1.011  7.240  4.034
O  -0.887  5.841  2.272
H  -1.149  3.638  0.447
H  -2.871  3.922  0.458
H  -2.106  3.514  1.935
H  -1.276  5.979  0.243
H  -3.854  5.713  1.434
H  -3.175  7.127  0.632
C  -0.844  -1.276  -4.460
C  -2.248  -1.085  -5.072
C  -2.313  -0.264  -6.391
O  -2.969  -1.167  -7.297
C  -3.322  -2.284  -6.671
O  -3.911  -3.208  -7.179
O  -2.820  -2.322  -5.441
H  -0.576  -0.434  -3.832
H  -0.169  -1.676  -5.216
H  -1.038  -2.196  -3.894
H  -2.901  -0.601  -4.343
H  -1.426  0.103  -6.906
H  -2.869  0.649  -6.159

Atomic partial charges in e from the Mulliken method, atoms 1 to 6: number 1, Mn, carries 1.29; number 2, P, carries 1.76; number 3, F, carries -0.26; number 4, F, carries -0.28; number 5, F, carries -0.41; number 6, F, carries -0.39


Which formula does entry 2 have?
C28H42Cl2F2O5